(A)
Here is a gas-phase ion, C3H10N3 (charge +1) from the OMol25 dataset. Energies are from the ωB97M-V functional and the def2-TZVPD basis.

Computed properties:
Total charge: +1
Kohn-Sham gap (spin up / spin down): 7.27 / 7.42 eV
2S+1: 1
E_HOMO (spin up / spin down): -0.4153 / -0.4188 Eh

The geometry in XYZ format:
```
16
Properties=species:S:1:pos:R:3:mulliken_charge:R:1
C -1.062 0.712 0.182 -1.02
C 0.881 -0.253 -0.901 -0.22
C -0.367 -0.622 -0.160 0.40
N -0.482 1.236 1.433 -0.21
N 0.935 -0.202 -2.220 -0.29
N -0.050 -1.224 1.138 -0.71
H -1.154 1.439 -0.610 0.33
H 1.673 0.236 -0.352 0.34
H -1.014 -1.236 -0.797 0.36
H -1.222 1.577 2.049 0.34
H 0.231 1.970 1.349 0.31
H 1.647 0.325 -2.703 0.25
H 0.230 -0.657 -2.781 0.25
H 0.699 -1.903 1.069 0.21
H -0.868 -1.700 1.505 0.25
H -0.076 0.301 1.798 0.41
```

***

(B)
Here is 2 unconnected molecules or ions with the total composition C3H10N3 from the OMol25 dataset. Energies are from the ωB97M-V functional and the def2-TZVPD basis.

Computed properties:
Total charge: +1
Kohn-Sham gap: 10.18 eV
2S+1: 1
E_HOMO: -0.5219 Eh

The geometry in XYZ format:
```
16
Properties=species:S:1:pos:R:3:mulliken_charge:R:1
C 0.784 -1.121 -0.677 -0.07
C -2.897 0.040 0.510 -0.27
C 2.418 0.249 0.344 -0.77
N 1.130 0.023 -0.193 0.48
N 0.260 0.968 -0.039 -0.56
N -2.186 0.119 -0.516 -0.52
H 1.543 -1.935 -0.875 0.18
H -0.253 -1.435 -0.891 0.27
H -2.436 0.581 1.352 0.22
H -3.637 -0.659 0.666 0.30
H 2.714 1.305 0.107 0.25
H 2.176 0.183 1.347 0.44
H -0.626 0.809 -0.350 0.30
H 0.434 1.883 0.465 0.27
H 3.087 -0.593 0.065 0.28
H -2.510 -0.418 -1.316 0.20
```

***

Stability summary - winner: (A); margin: 77.7 kJ/mol.

***

(A)
Here is a molecular structure, C3H10N3 from the OMol25 dataset. Energies are from the ωB97M-V functional and the def2-TZVPD basis.

Computed properties:
Total charge: +1
Kohn-Sham gap: 10.19 eV
2S+1: 1
E_HOMO: -0.5163 Eh

The geometry in XYZ format:
```
16
Properties=species:S:1:pos:R:3:mulliken_charge:R:1
C 1.056 0.802 1.455 -1.14
N 0.003 -1.755 1.681 -0.41
C 0.171 -1.169 0.469 0.06
N 0.539 0.073 0.265 -0.30
H 1.303 1.830 1.152 0.30
H 1.953 0.318 1.884 0.36
H 0.278 0.850 2.251 0.40
H -0.085 -2.770 1.703 0.28
H 0.578 -1.384 2.433 0.26
H -0.034 -1.784 -0.402 0.37
C -1.578 0.712 -2.293 -0.14
N -0.332 0.947 -2.065 -0.26
H -2.242 0.355 -1.463 0.26
H -2.019 0.872 -3.300 0.27
H 0.151 1.352 -2.855 0.22
H 0.259 0.752 -0.917 0.47
```

***

(B)
Here is a gas-phase ion, C3H10N3 (charge +1) from the OMol25 dataset. Energies are from the ωB97M-V functional and the def2-TZVPD basis.

Computed properties:
Total charge: +1
Kohn-Sham gap: 10.62 eV
2S+1: 1
E_HOMO: -0.5115 Eh
Structure (SMILES): C/[NH+]=C\NCN

The geometry in XYZ format:
```
16
Properties=species:S:1:pos:R:3:mulliken_charge:R:1
C -0.784 -1.581 0.954 -0.84
N -0.589 -1.248 -0.432 -0.22
C 0.210 -0.483 -1.116 0.15
N 1.220 0.227 -0.739 -0.24
C 0.997 1.196 0.323 -0.45
N -0.360 1.592 -0.028 -0.49
H -1.104 -2.583 0.966 0.39
H 0.190 -1.478 1.402 0.34
H -1.441 -0.869 1.505 0.25
H -1.308 -1.853 -1.007 0.33
H 0.053 -0.644 -2.110 0.46
H 1.837 0.701 -1.523 0.37
H 1.593 2.073 0.392 0.36
H 1.039 0.836 1.434 0.24
H -0.450 2.355 -0.664 0.18
H -1.102 1.760 0.643 0.18
```

***

(C)
Here is 2 unconnected molecules or ions with the total composition C3H10N3 from the OMol25 dataset. Energies are from the ωB97M-V functional and the def2-TZVPD basis.

Computed properties:
Total charge: +1
Kohn-Sham gap: 10.04 eV
2S+1: 1
E_HOMO: -0.4921 Eh

The geometry in XYZ format:
```
16
Properties=species:S:1:pos:R:3:mulliken_charge:R:1
N 0.121 -0.320 0.254 -0.36
C -0.878 -0.589 1.045 0.69
N -0.958 -0.074 2.276 -0.42
N -1.845 -1.431 0.660 -0.40
H 0.099 -0.524 -0.746 0.32
H 0.932 0.202 0.606 0.20
H -1.524 -0.560 2.968 0.25
H -0.114 0.309 2.661 0.25
H -2.676 -1.641 1.228 0.24
H -1.698 -2.110 -0.056 0.22
C 1.566 1.240 -1.566 -0.49
C 2.054 1.332 -2.847 -0.51
H 2.192 1.083 -0.674 0.11
H 0.566 1.539 -1.243 0.39
H 3.006 0.917 -3.128 0.24
H 1.539 1.673 -3.737 0.26
```

***

Stability summary - winner: (C); margin: 34.7 kJ/mol.

***

(A)
Here is a single C4H3N3 molecule from the OMol25 dataset. Energies are from the ωB97M-V functional and the def2-TZVPD basis.

Computed properties:
Kohn-Sham gap: 10.05 eV
2S+1: 1
E_HOMO: -0.3454 Eh
Structure (SMILES): C#Cc1cnn[nH]1

The geometry in XYZ format:
```
10
Properties=species:S:1:pos:R:3:mulliken_charge:R:1
C -0.226 -2.408 -0.270 -0.21
C -0.163 -1.342 0.288 -0.32
C 0.073 0.048 0.351 0.40
C 0.930 0.694 -0.506 -0.34
N 0.620 2.008 -0.512 -0.26
N -0.368 2.213 0.304 -0.52
N -0.711 1.038 0.834 0.21
H -0.296 -3.205 -0.976 0.38
H 1.705 0.243 -1.112 0.43
H -1.443 1.014 1.529 0.24
```

***

(B)
Here is a single C4H3N3 molecule from the OMol25 dataset. Energies are from the ωB97M-V functional and the def2-TZVPD basis.

Computed properties:
Kohn-Sham gap: 10.10 eV
2S+1: 1
E_HOMO: -0.3518 Eh
Structure (SMILES): N#Cc1ncc[nH]1

The geometry in XYZ format:
```
10
Properties=species:S:1:pos:R:3:mulliken_charge:R:1
N 3.413 -0.182 0.162 -0.41
C 2.282 -0.173 -0.122 0.22
C 0.846 -0.081 0.013 0.36
N 0.184 -1.224 -0.071 -0.56
C -1.180 -0.991 0.037 -0.05
C -1.299 0.384 0.202 -0.30
N -0.036 0.911 -0.065 -0.10
H -2.089 -1.691 0.070 0.31
H -2.093 1.103 -0.097 0.28
H -0.027 1.943 -0.130 0.23
```

***

(C)
Here is a single C4H3N3 molecule from the OMol25 dataset. Energies are from the ωB97M-V functional and the def2-TZVPD basis.

Computed properties:
Kohn-Sham gap: 10.71 eV
2S+1: 1
E_HOMO: -0.4094 Eh
Structure (SMILES): N#CC1=NCC=N1

The geometry in XYZ format:
```
10
Properties=species:S:1:pos:R:3:mulliken_charge:R:1
N 3.414 -0.779 0.305 -0.39
C 2.286 -0.523 0.288 0.24
C 0.882 -0.197 0.196 0.38
N 0.477 1.000 -0.016 -0.43
C -0.948 0.846 -0.215 -0.31
C -1.189 -0.607 0.048 -0.01
N -0.089 -1.234 0.267 -0.47
H -1.551 1.548 0.369 0.30
H -1.133 1.063 -1.277 0.26
H -2.149 -1.116 0.034 0.42
```

***

Stability summary - winner: (C); margin: 32.1 kJ/mol.

***

(A)
Here is a single CH3NS2 molecule from the OMol25 dataset. Energies are from the ωB97M-V functional and the def2-TZVPD basis.

Computed properties:
Kohn-Sham gap: 8.67 eV
2S+1: 1
E_HOMO: -0.3283 Eh

The geometry in XYZ format:
```
7
Properties=species:S:1:pos:R:3:mulliken_charge:R:1
C 0.848 0.806 -0.340 -0.11
N 0.374 -0.008 -1.374 -0.41
S -0.942 0.325 -0.567 0.21
S -1.712 -1.050 1.101 -0.33
H 1.295 0.213 0.398 0.25
H 1.161 1.925 -0.411 0.23
H -1.024 -2.213 1.193 0.16
```

***

(B)
Here is 2 unconnected molecules or ions with the total composition CH3NS2 from the OMol25 dataset. Energies are from the ωB97M-V functional and the def2-TZVPD basis.

Computed properties:
Kohn-Sham gap: 10.29 eV
2S+1: 1
E_HOMO: -0.3517 Eh
Structure (SMILES): N=C=S.S

The geometry in XYZ format:
```
7
Properties=species:S:1:pos:R:3:mulliken_charge:R:1
N -1.321 0.966 -1.430 -0.34
C -0.180 1.238 -1.202 0.37
S 1.258 1.545 -0.663 -0.32
H -1.984 1.063 -2.169 0.29
S 0.218 -1.302 1.726 -0.30
H 1.463 -1.043 1.252 0.14
H 0.547 -2.466 2.485 0.16
```

***

(C)
Here is a molecular structure, CH3NS2 from the OMol25 dataset. Energies are from the ωB97M-V functional and the def2-TZVPD basis.

Computed properties:
Kohn-Sham gap (spin up / spin down): 7.17 / 6.76 eV
2S+1: 1
E_HOMO (spin up / spin down): -0.3363 / -0.3285 Eh

The geometry in XYZ format:
```
7
Properties=species:S:1:pos:R:3:mulliken_charge:R:1
C -0.261 -0.165 -0.024 -0.59
N -1.269 -1.134 -0.009 -0.15
S -4.923 0.680 -0.053 -0.23
S -2.841 -0.971 0.059 0.15
H 0.637 -0.239 0.627 0.28
H 0.254 -0.025 -1.142 0.24
H -0.527 0.874 0.176 0.29
```

***

Stability summary - winner: (B); margin: 262.7 kJ/mol.

***

(A)
Here is a molecular structure, C4H10N2O2 from the OMol25 dataset. Energies are from the ωB97M-V functional and the def2-TZVPD basis.

Computed properties:
Kohn-Sham gap: 8.26 eV
2S+1: 1
E_HOMO: -0.2954 Eh

The geometry in XYZ format:
```
18
Properties=species:S:1:pos:R:3:mulliken_charge:R:1
C -1.369 0.921 0.805 -1.38
N -0.217 -0.961 -0.409 -0.02
C -0.506 0.557 -0.391 0.88
N -1.378 -1.792 -0.309 -0.70
O -0.664 1.126 -1.480 -0.73
H 0.222 -1.122 -1.314 0.28
H -1.436 -2.143 0.640 0.21
H -1.313 -2.580 -0.944 0.24
H -2.393 0.602 0.609 0.38
H -1.022 0.454 1.727 0.30
H -1.380 2.004 0.908 0.39
C 1.455 0.860 0.067 -0.13
C 1.645 -0.422 0.576 -0.44
O 1.986 1.122 -1.186 -0.55
H 1.232 1.422 -1.736 0.39
H 1.372 1.701 0.752 0.38
H 2.257 -1.144 0.053 0.23
H 1.509 -0.608 1.632 0.27
```

***

(B)
Here is 2 unconnected molecules or ions with the total composition C4H10N2O2 from the OMol25 dataset. Energies are from the ωB97M-V functional and the def2-TZVPD basis.

Computed properties:
Kohn-Sham gap: 8.41 eV
2S+1: 1
E_HOMO: -0.3151 Eh
Structure (SMILES): C=NC(=O)O.CNC

The geometry in XYZ format:
```
18
Properties=species:S:1:pos:R:3:mulliken_charge:R:1
C 2.418 1.039 1.412 -0.24
N 1.350 0.326 1.413 -0.44
C 0.157 1.008 1.622 0.77
O -0.041 2.211 1.557 -0.58
O -0.755 0.168 2.154 -0.40
H 2.432 2.124 1.614 0.25
H 3.382 0.580 1.143 0.26
H -1.524 0.749 2.306 0.33
C -1.502 -1.630 -0.833 -0.94
N -0.698 -0.421 -0.725 -0.21
C -0.157 -0.013 -2.014 -0.97
H -1.926 -1.876 0.145 0.26
H -2.335 -1.503 -1.531 0.32
H -0.889 -2.477 -1.156 0.34
H 0.105 -0.601 -0.061 0.34
H -0.945 0.116 -2.762 0.33
H 0.569 -0.748 -2.376 0.33
H 0.359 0.947 -1.907 0.26
```

***

Stability summary - winner: (B); margin: 273.5 kJ/mol.

***

(A)
Here is a molecular structure, C4H10N2O2 from the OMol25 dataset. Energies are from the ωB97M-V functional and the def2-TZVPD basis.

Computed properties:
Kohn-Sham gap: 4.74 eV
2S+1: 1
E_HOMO: -0.3182 Eh

The geometry in XYZ format:
```
18
Properties=species:S:1:pos:R:3:mulliken_charge:R:1
N -1.301 -1.282 -2.356 -0.62
C -1.408 -0.320 -1.231 -0.79
C -1.188 -0.349 0.414 0.06
N 0.246 -0.288 0.613 0.04
C 0.733 0.949 1.118 -0.42
C 2.251 0.815 0.796 -0.52
O 2.650 -0.395 1.200 -0.63
O -1.821 0.574 1.068 -0.66
H -0.690 -2.064 -2.085 0.27
H -0.709 0.443 -1.548 0.36
H -2.291 0.301 -1.321 0.48
H -1.949 -1.505 -1.357 0.38
H -1.462 -1.381 0.708 0.39
H 0.177 1.728 0.584 0.36
H 0.528 1.092 2.182 0.35
H 2.241 0.861 -0.314 0.25
H 2.879 1.668 1.120 0.38
H 1.115 -0.845 0.409 0.33
```

***

(B)
Here is 2 unconnected molecules or ions with the total composition C4H10N2O2 from the OMol25 dataset. Energies are from the ωB97M-V functional and the def2-TZVPD basis.

Computed properties:
Kohn-Sham gap: 10.35 eV
2S+1: 1
E_HOMO: -0.3518 Eh
Structure (SMILES): CC(N)=O.CC(N)=O

The geometry in XYZ format:
```
18
Properties=species:S:1:pos:R:3:mulliken_charge:R:1
C -0.940 -1.771 -0.606 -0.85
C -2.078 -0.857 -0.240 0.66
N -2.600 -0.089 -1.342 -0.41
O -2.627 -0.736 0.882 -0.62
H -0.258 -1.369 -1.331 0.32
H -1.146 -2.813 -0.957 0.34
H -0.245 -1.896 0.350 0.18
H -3.523 0.307 -1.488 0.21
H -2.028 -0.247 -2.153 0.19
C 1.156 1.791 1.053 -0.88
C 1.938 0.810 0.308 0.63
N 3.336 0.910 0.374 -0.44
O 1.540 -0.230 -0.274 -0.60
H 0.150 1.925 0.652 0.27
H 1.577 2.756 1.263 0.33
H 0.782 1.361 2.046 0.25
H 4.026 0.308 -0.120 0.24
H 3.755 1.810 0.569 0.19
```

***

(C)
Here is a single C4H10N2O2 molecule from the OMol25 dataset. Energies are from the ωB97M-V functional and the def2-TZVPD basis.

Computed properties:
Kohn-Sham gap: 10.05 eV
2S+1: 1
E_HOMO: -0.3451 Eh
Structure (SMILES): NCC[C@@H](N)C(=O)O

The geometry in XYZ format:
```
18
Properties=species:S:1:pos:R:3:mulliken_charge:R:1
N -2.640 0.121 2.302 -0.65
C -1.370 -0.557 1.694 -0.29
C -0.961 0.045 0.363 -0.66
C 0.673 -0.085 -0.004 0.24
N 1.287 -1.340 0.359 -0.55
C 1.204 0.355 -1.419 0.30
O 2.254 0.558 -1.916 -0.53
O 0.121 1.009 -2.022 -0.45
H -3.120 -0.644 2.658 0.23
H -2.425 0.633 3.176 0.24
H -0.655 -0.498 2.604 0.26
H -1.707 -1.585 1.459 0.28
H -1.461 -0.566 -0.419 0.28
H -1.386 1.098 0.269 0.28
H 1.289 0.687 0.527 0.18
H 0.531 -2.034 0.293 0.27
H 1.878 -1.252 1.215 0.26
H 0.243 1.608 -2.718 0.31
```

***

(D)
Here is 2 unconnected molecules or ions with the total composition C4H10N2O2 from the OMol25 dataset. Energies are from the ωB97M-V functional and the def2-TZVPD basis.

Computed properties:
Kohn-Sham gap: 9.43 eV
2S+1: 1
E_HOMO: -0.3301 Eh
Structure (SMILES): CC(N)=O.CC(N)=O

The geometry in XYZ format:
```
18
Properties=species:S:1:pos:R:3:mulliken_charge:R:1
C -0.076 1.915 1.258 -0.84
C 0.515 0.860 1.990 0.63
N -0.065 -0.463 1.942 -0.39
O 1.297 0.926 2.966 -0.65
H -0.260 1.738 0.121 0.14
H 0.546 2.725 1.260 0.37
H -0.950 2.353 1.737 0.26
H 0.251 -1.061 2.585 0.19
H -0.495 -0.770 1.013 0.32
C -1.059 -2.018 -2.385 -0.87
C -0.373 -0.758 -1.932 0.60
N 0.621 -0.041 -2.586 -0.46
O -0.644 -0.348 -0.837 -0.61
H -1.003 -2.481 -1.327 0.23
H -0.511 -2.516 -3.217 0.31
H -2.123 -2.058 -2.650 0.27
H 0.566 1.050 -2.104 0.28
H 0.823 -0.074 -3.527 0.21
```

***

Stability summary - winner: (B); margin: 112.8 kJ/mol.